[1]
A structure of composition C36H55N12O3S3SbTl. Source: the Open Molecules 2025 dataset; level of theory: the ωB97M-V functional and the def2-TZVPD basis.

The geometry in XYZ format:
```
111
Properties=species:S:1:pos:R:3:lowdin_charge:R:1
Tl 12.173 11.822 13.553 0.78
N 9.163 11.070 18.821 0.08
C 10.401 10.755 18.197 -0.34
C 11.534 11.342 18.757 -0.03
C 12.795 11.165 18.154 -0.04
C 12.903 10.433 16.974 -0.30
C 11.757 9.787 16.501 -0.05
C 10.461 9.980 17.075 -0.02
S 14.339 10.366 16.008 0.54
O 14.165 9.103 15.260 -0.42
O 15.444 10.532 16.918 -0.31
N 14.353 11.552 14.938 -0.24
C 14.751 12.838 15.165 -0.51
N 14.896 13.419 16.353 0.13
C 15.147 14.695 16.453 -0.16
C 15.331 15.531 15.361 -0.07
C 15.185 14.857 14.161 -0.17
N 14.984 13.564 14.028 0.10
H 8.965 12.060 18.934 0.08
H 8.382 10.698 18.334 0.06
H 11.325 12.004 19.640 0.12
H 13.663 11.650 18.565 0.10
H 11.883 9.152 15.658 0.07
H 9.573 9.614 16.656 0.09
H 15.191 15.049 17.506 0.11
H 15.506 16.596 15.386 0.09
H 15.313 15.413 13.256 0.09
S 9.163 12.300 14.572 0.45
C 8.964 10.811 13.844 -0.90
C 7.763 10.342 13.303 -0.14
C 7.639 9.157 12.623 -0.10
C 8.767 8.410 12.349 -0.11
C 9.951 8.851 12.910 -0.18
N 10.090 10.004 13.629 -0.07
H 6.860 10.888 13.427 0.08
H 6.675 8.856 12.209 0.10
H 8.782 7.451 11.855 0.09
H 10.862 8.319 12.685 0.03
C 16.169 12.307 11.050 -0.22
S 15.694 10.563 11.180 0.86
O 15.768 9.845 9.915 -0.53
C 16.993 9.926 12.173 -0.38
C 17.058 10.032 13.552 -0.07
C 18.089 9.363 14.202 -0.09
C 18.977 8.609 13.481 -0.10
C 18.948 8.482 12.066 -0.08
C 17.968 9.200 11.425 -0.09
H 17.192 12.461 10.738 0.06
H 16.239 12.639 12.073 0.02
H 15.328 12.831 10.558 0.03
H 16.327 10.525 14.150 0.07
H 18.075 9.350 15.309 0.12
H 19.653 7.962 14.064 0.10
H 19.678 7.911 11.461 0.11
H 17.877 9.086 10.378 0.08
C 15.514 6.831 13.670 -0.30
Sb 13.561 7.360 12.811 1.30
C 12.599 6.458 14.582 -0.31
C 13.354 5.623 11.550 -0.38
H 16.322 7.417 13.169 -0.02
H 15.645 5.719 13.534 0.02
H 15.375 7.261 14.655 -0.03
H 13.116 6.933 15.461 0.01
H 12.851 5.430 14.735 -0.01
H 11.561 6.651 14.608 -0.04
H 13.802 4.772 11.976 -0.05
H 13.847 5.843 10.538 0.02
H 12.217 5.436 11.469 0.02
C 12.786 10.414 7.663 -0.19
N 12.133 9.503 6.733 -0.11
C 12.662 8.151 6.912 -0.15
N 12.421 7.701 8.337 -0.08
C 13.047 8.697 9.222 -0.22
N 12.557 10.055 9.058 -0.08
C 11.136 10.094 9.297 -0.15
N 10.436 9.076 8.430 -0.06
C 10.715 9.397 7.035 -0.21
C 10.999 7.718 8.662 -0.18
H 12.389 11.440 7.527 0.13
H 13.786 10.513 7.356 0.11
H 13.779 8.199 6.804 0.13
H 12.126 7.433 6.267 0.12
H 14.151 8.845 9.077 0.11
H 12.798 8.385 10.213 0.04
H 10.792 11.096 9.117 0.10
H 10.954 9.891 10.416 0.14
H 10.279 10.378 6.856 0.12
H 10.257 8.693 6.320 0.12
H 10.534 7.001 7.991 0.11
H 10.752 7.312 9.611 0.10
C 12.440 17.139 9.916 -0.08
N 13.085 15.986 10.572 -0.15
C 14.515 15.858 10.117 -0.07
C 12.361 14.788 10.494 -0.48
N 12.781 13.712 9.873 0.15
N 11.089 14.830 10.998 -0.17
C 10.778 15.535 12.227 -0.08
C 10.294 13.599 10.845 -0.09
H 12.281 17.075 8.814 0.10
H 12.948 18.099 10.198 0.10
H 11.426 17.182 10.216 0.05
H 15.055 16.716 10.391 0.06
H 14.570 15.759 9.065 0.07
H 15.025 14.994 10.626 0.08
H 13.697 13.925 9.450 0.02
H 9.851 16.201 12.075 0.11
H 11.632 16.249 12.496 0.10
H 10.659 14.833 13.046 0.05
H 9.312 13.764 11.333 0.09
H 10.714 12.796 11.419 -0.02
H 10.016 13.347 9.823 0.08
```

The frontier orbital gap comes out at 6.98 eV. The LUMO energy is 0.0819 Ha. For the energy relative to the best compared isomer or geometry (same formula, charge and spin), the calculation gives 253.26 kJ/mol. The spin multiplicity is 1. Its charge is -1. The value obtained for the electronic energy is -105983.033 eV.

***

[2]
A structure of composition C36H55NO37S5. Source: the Open Molecules 2025 dataset; level of theory: the ωB97M-V functional and the def2-TZVPD basis.

The geometry in XYZ format:
```
134
Properties=species:S:1:pos:R:3:lowdin_charge:R:1
C 15.824 16.197 15.477 -0.06
C 16.680 15.906 16.547 -0.04
C 17.782 16.747 16.817 0.00
C 18.042 17.804 15.974 -0.14
C 17.215 18.090 14.887 -0.01
C 16.106 17.284 14.671 -0.08
N 19.275 18.644 16.148 -0.32
O 19.624 19.368 15.200 0.05
O 19.981 18.476 17.124 0.08
H 14.953 15.600 15.298 0.09
H 16.636 15.013 17.176 0.10
H 18.426 16.601 17.676 0.12
H 17.404 18.864 14.191 0.10
H 15.407 17.580 13.858 0.10
C 13.192 10.320 15.332 0.01
C 13.309 11.196 14.134 -0.25
C 13.981 12.538 14.470 -0.03
O 14.796 12.789 13.287 0.07
C 14.936 11.681 12.577 -0.59
O 15.645 11.625 11.581 0.10
O 14.173 10.708 13.060 0.09
H 12.539 9.482 15.212 0.08
H 12.853 10.745 16.256 0.07
H 14.195 9.964 15.582 0.08
H 12.370 11.272 13.605 0.15
H 14.660 12.506 15.344 0.12
H 13.267 13.339 14.576 0.10
C 15.530 17.918 10.698 -0.02
C 14.279 17.083 10.622 -0.29
C 14.557 15.626 10.428 -0.09
O 13.435 14.986 11.087 0.07
C 13.117 15.799 12.131 -0.52
O 12.627 15.415 13.163 0.13
O 13.614 17.038 11.944 0.07
H 16.086 17.580 11.602 0.08
H 15.410 19.001 10.688 0.09
H 16.175 17.684 9.839 0.10
H 13.498 17.530 9.964 0.17
H 15.488 15.248 10.884 0.14
H 14.667 15.436 9.349 0.13
C 18.634 15.539 11.305 0.00
C 18.193 14.841 12.634 -0.24
C 18.422 13.362 12.892 -0.06
O 19.392 13.359 13.973 0.05
C 19.405 14.579 14.614 -0.63
O 19.960 14.774 15.561 0.25
O 18.832 15.487 13.811 0.07
H 19.715 15.703 11.475 0.10
H 18.216 16.513 11.069 0.06
H 18.544 14.903 10.417 0.06
H 17.132 15.006 12.763 0.12
H 18.817 12.863 12.061 0.11
H 17.508 12.963 13.266 0.10
C 16.473 12.053 20.658 -0.01
C 15.096 11.379 20.851 -0.28
C 13.911 12.265 21.264 -0.05
O 12.786 11.710 20.504 0.04
C 13.270 10.961 19.490 -0.55
O 12.576 10.619 18.579 0.14
O 14.629 10.815 19.590 0.05
H 16.805 12.427 21.633 0.09
H 16.522 12.788 19.872 0.07
H 17.205 11.275 20.395 0.08
H 15.262 10.531 21.499 0.14
H 13.992 13.279 20.877 0.13
H 13.640 12.307 22.341 0.14
C 7.242 9.490 14.149 -0.03
C 8.266 8.643 13.475 -0.31
C 7.648 7.906 12.304 -0.13
O 8.611 7.976 11.320 0.09
C 9.307 9.106 11.558 -0.59
O 9.944 9.653 10.730 0.16
O 9.170 9.496 12.796 0.10
H 6.941 10.307 13.439 0.11
H 7.663 9.982 15.055 0.10
H 6.395 8.919 14.570 0.10
H 8.837 7.971 14.112 0.16
H 6.707 8.388 12.002 0.14
H 7.381 6.855 12.475 0.15
C 17.461 9.666 14.897 -0.16
C 16.885 8.798 16.111 -0.12
O 16.192 9.749 16.962 -0.21
S 16.972 11.121 16.813 0.63
O 18.243 11.016 17.522 -0.22
O 16.054 12.226 17.016 -0.24
O 17.265 11.016 15.248 -0.20
H 16.982 9.489 13.890 0.15
H 18.531 9.418 14.892 0.13
H 17.690 8.299 16.648 0.12
H 16.147 8.107 15.602 0.14
C 16.898 10.927 8.719 -0.10
C 17.276 11.226 7.249 -0.11
O 18.301 12.256 7.481 -0.21
S 19.243 11.780 8.705 0.58
O 19.583 13.010 9.385 -0.24
O 20.245 10.893 8.185 -0.23
O 18.225 10.875 9.383 -0.20
H 16.467 9.972 8.958 0.12
H 16.325 11.680 9.217 0.09
H 16.411 11.678 6.691 0.14
H 17.655 10.340 6.724 0.13
C 12.816 9.829 8.420 -0.08
C 13.170 10.243 9.904 -0.12
O 13.094 11.678 9.870 -0.20
S 13.069 12.282 8.398 0.64
O 14.153 13.236 8.164 -0.24
O 11.702 12.643 8.237 -0.23
O 13.435 10.917 7.603 -0.22
H 11.728 9.978 8.337 0.12
H 13.210 8.905 8.012 0.13
H 14.122 9.950 10.255 0.10
H 12.306 9.884 10.457 0.11
C 11.069 15.034 15.727 -0.16
C 11.415 16.421 16.211 -0.12
O 11.845 16.165 17.577 -0.21
S 12.437 14.710 17.736 0.59
O 11.619 14.103 18.761 -0.22
O 13.876 14.797 17.830 -0.24
O 12.131 14.253 16.280 -0.22
H 11.226 14.966 14.647 0.09
H 10.100 14.669 16.102 0.15
H 10.598 17.208 16.273 0.16
H 12.307 16.792 15.678 0.13
C 9.684 12.815 10.399 -0.13
C 8.186 12.405 10.580 -0.13
O 7.963 12.540 11.959 -0.20
S 9.225 12.962 12.794 0.57
O 9.325 12.155 14.000 -0.23
O 9.174 14.384 12.916 -0.22
O 10.254 12.600 11.700 -0.19
H 9.950 13.850 10.135 0.14
H 10.112 12.107 9.745 0.08
H 8.161 11.344 10.320 0.11
H 7.470 13.007 9.987 0.15
```

The frontier orbital gap comes out at 9.29 eV. The LUMO energy is 0.0014 Ha. The spin multiplicity is 1. The value obtained for the electronic energy is -169640.678 eV.